Entry 1:
{"formula": "C28H34ClN3O4STi", "method": "ωB97M-V with the def2-TZVPD basis set", "symbols": ["C", "C", "C", "C", "C", "C", "C", "O", "C", "C", "N", "C", "C", "O", "C", "C", "C", "C", "C", "C", "C", "C", "N", "C", "C", "C", "C", "S", "O", "O", "Cl", "C", "C", "C", "C", "C", "N", "H", "H", "H", "H", "H", "H", "H", "H", "H", "H", "H", "H", "H", "H", "H", "H", "H", "H", "H", "H", "H", "H", "H", "H", "H", "H", "H", "H", "H", "H", "H", "H", "H", "H", "Ti"], "coordinates": [[-4.4610, -1.3931, 2.6926], [-3.7523, -2.2659, 1.6255], [-4.1231, -3.7657, 1.9113], [-2.2233, -2.1491, 1.6616], [-1.6678, -0.6354, 1.4852], [-2.4923, 0.1813, 0.4667], [-0.1608, -0.7841, 1.0429], [0.1888, 0.3874, 0.3876], [1.5836, 0.4312, 0.0562], [2.0939, -0.8108, -0.6135], [2.4449, -1.8758, -0.9249], [2.3982, 0.7861, 1.3585], [3.7218, -0.0082, 1.4921], [4.7811, 0.4368, 1.1410], [3.7389, -1.3986, 2.1309], [2.7665, -1.8690, 3.0076], [2.8250, -3.1355, 3.5785], [3.8958, -3.9708, 3.2870], [4.8800, -3.4887, 2.4272], [4.8159, -2.2368, 1.8451], [1.7223, 1.6046, -1.0002], [3.2007, 1.8823, -1.1150], [4.3319, 2.0633, -1.3159], [1.0678, 2.9414, -0.5106], [-0.3348, 3.2773, -1.0827], [-0.2401, 4.0949, -2.4183], [-1.2276, 3.6306, -3.5074], [-2.9382, 3.4301, -2.9046], [-3.1591, 4.1359, -1.6815], [-3.7859, 3.8476, -3.9703], [-3.3236, 1.3799, -2.7022], [1.2729, 1.1549, -2.4175], [0.0753, 0.5016, -2.6645], [-0.3333, 0.0461, -3.9216], [0.5659, 0.3432, -4.9578], [1.7196, 1.0352, -4.6044], [2.1133, 1.4277, -3.4100], [-4.3212, -0.3078, 2.5793], [-5.5387, -1.6041, 2.6321], [-4.1193, -1.7410, 3.7081], [-4.1086, -2.0757, 0.6003], [-3.8338, -3.9755, 2.9575], [-3.4859, -4.3783, 1.2539], [-5.1840, -3.9465, 1.7179], [-1.8373, -2.5961, 2.6717], [-1.8227, -2.8418, 0.9063], [-1.7355, -0.0333, 2.4927], [-3.5619, 0.2227, 0.7161], [-2.1628, 1.2263, 0.4012], [-2.4388, -0.3272, -0.5086], [0.4549, -1.0034, 1.9507], [-0.1309, -1.6840, 0.4036], [2.5751, 1.8670, 1.4287], [1.8178, 0.5359, 2.2657], [1.9181, -1.2321, 3.2923], [2.0315, -3.4448, 4.2647], [3.9246, -4.9560, 3.7481], [5.7190, -4.1520, 2.2137], [5.6218, -1.9105, 1.1877], [1.0439, 3.0280, 0.5880], [1.7412, 3.7495, -0.8381], [-0.7946, 3.9695, -0.3581], [-1.0149, 2.4183, -1.1520], [-0.4931, 5.1425, -2.1974], [0.7833, 4.0473, -2.8140], [-1.2947, 4.3439, -4.3426], [-0.9453, 2.6696, -3.9656], [-0.5974, 0.3274, -1.8208], [-1.2628, -0.4921, -4.0869], [0.3505, 0.0457, -5.9834], [2.3948, 1.2870, -5.4313], [-1.6728, -1.4104, 3.6441]], "e_homo_ha": -0.5228, "total_charge": 2}

***

Entry 2:
{"formula": "C28H34FN6O2S3W", "method": "ωB97M-V with the def2-TZVPD basis set", "symbols": ["W", "C", "S", "C", "S", "N", "N", "C", "C", "C", "C", "C", "C", "N", "H", "H", "H", "H", "H", "H", "H", "H", "C", "C", "C", "C", "C", "C", "C", "C", "C", "C", "C", "C", "N", "C", "C", "C", "C", "C", "C", "F", "H", "H", "H", "H", "H", "H", "H", "H", "H", "H", "H", "H", "H", "H", "H", "H", "H", "H", "H", "H", "H", "C", "C", "N", "O", "H", "H", "H", "H", "H", "O", "S", "N"], "coordinates": [[-1.0208, -0.3901, 0.2128], [-4.7669, -4.3560, 1.4080], [-2.9657, -4.4800, 1.4079], [-2.4929, -2.8357, 1.4242], [-0.7487, -2.5746, 1.3484], [-3.3685, -1.8729, 1.4797], [-2.7937, -0.6360, 1.3413], [-3.4894, 0.3915, 1.6830], [-2.8835, 1.6791, 1.3847], [-3.4411, 2.8917, 1.7608], [-2.7701, 4.0638, 1.4641], [-1.5516, 3.9963, 0.7997], [-1.0582, 2.7586, 0.4412], [-1.7090, 1.6237, 0.7168], [-5.1402, -5.3185, 1.7484], [-5.1019, -4.1560, 0.3920], [-5.0854, -3.5696, 2.0846], [-4.4672, 0.2835, 2.1367], [-4.3909, 2.8938, 2.2781], [-3.1852, 5.0217, 1.7468], [-0.9946, 4.8874, 0.5500], [-0.1215, 2.6600, -0.0932], [2.8996, 1.1124, 2.3538], [2.4669, 1.1956, 0.8863], [3.2082, 2.3558, 0.2077], [2.6770, -0.1204, 0.1485], [3.8850, -0.7797, 0.3421], [4.1839, -1.9308, -0.3615], [3.2671, -2.4239, -1.2698], [2.0368, -1.8104, -1.5086], [1.1880, -2.5085, -2.5763], [0.4205, -1.6243, -3.5583], [0.2595, -3.5659, -1.9672], [1.7321, -0.6594, -0.7562], [0.5274, 0.1086, -1.0133], [0.6324, 0.9972, -2.0956], [1.8216, 1.2182, -2.8087], [1.8801, 2.1002, -3.8741], [0.7574, 2.8070, -4.2793], [-0.4368, 2.6076, -3.6038], [-0.4704, 1.7168, -2.5555], [-1.6729, 1.5284, -1.9247], [2.4995, 1.9629, 2.9122], [3.9850, 1.1543, 2.4520], [2.5577, 0.1900, 2.8244], [1.4076, 1.4260, 0.8727], [4.2763, 2.1386, 0.1403], [3.0897, 3.2710, 0.7936], [2.8412, 2.5439, -0.7996], [4.6167, -0.3721, 1.0276], [5.1375, -2.4243, -0.2260], [3.5151, -3.3156, -1.8326], [1.9213, -3.0523, -3.1746], [-0.4042, -1.1000, -3.0755], [-0.0061, -2.2583, -4.3376], [1.0663, -0.8900, -4.0379], [-0.5576, -3.0968, -1.4190], [0.7981, -4.2265, -1.2863], [-0.1863, -4.1691, -2.7595], [2.7122, 0.6772, -2.5239], [2.8191, 2.2321, -4.3949], [0.8034, 3.4938, -5.1126], [-1.3457, 3.1256, -3.8790], [-0.3927, 1.3577, 4.2124], [-0.0095, 0.1610, 3.3936], [0.4075, -0.9226, 4.0360], [-0.0903, 0.1959, 2.1546], [0.1756, 1.4148, 5.1392], [-1.4528, 1.2795, 4.4646], [-0.2403, 2.2642, 3.6314], [0.4773, -0.9409, 5.0389], [0.5525, -1.7781, 3.5181], [-3.3709, -2.9986, -2.1152], [-3.2625, -1.5522, -1.9788], [-2.0573, -1.0772, -1.1600]], "e_homo_ha": [-0.3467, -0.3797], "multiplicity": 3, "total_charge": 1, "e_above_lowest_kj_mol": 17.4}

***

What did the first record say?
{"formula": "C28H34ClN3O4STi", "method": "ωB97M-V with the def2-TZVPD basis set", "symbols": ["C", "C", "C", "C", "C", "C", "C", "O", "C", "C", "N", "C", "C", "O", "C", "C", "C", "C", "C", "C", "C", "C", "N", "C", "C", "C", "C", "S", "O", "O", "Cl", "C", "C", "C", "C", "C", "N", "H", "H", "H", "H", "H", "H", "H", "H", "H", "H", "H", "H", "H", "H", "H", "H", "H", "H", "H", "H", "H", "H", "H", "H", "H", "H", "H", "H", "H", "H", "H", "H", "H", "H", "Ti"], "coordinates": [[-4.4610, -1.3931, 2.6926], [-3.7523, -2.2659, 1.6255], [-4.1231, -3.7657, 1.9113], [-2.2233, -2.1491, 1.6616], [-1.6678, -0.6354, 1.4852], [-2.4923, 0.1813, 0.4667], [-0.1608, -0.7841, 1.0429], [0.1888, 0.3874, 0.3876], [1.5836, 0.4312, 0.0562], [2.0939, -0.8108, -0.6135], [2.4449, -1.8758, -0.9249], [2.3982, 0.7861, 1.3585], [3.7218, -0.0082, 1.4921], [4.7811, 0.4368, 1.1410], [3.7389, -1.3986, 2.1309], [2.7665, -1.8690, 3.0076], [2.8250, -3.1355, 3.5785], [3.8958, -3.9708, 3.2870], [4.8800, -3.4887, 2.4272], [4.8159, -2.2368, 1.8451], [1.7223, 1.6046, -1.0002], [3.2007, 1.8823, -1.1150], [4.3319, 2.0633, -1.3159], [1.0678, 2.9414, -0.5106], [-0.3348, 3.2773, -1.0827], [-0.2401, 4.0949, -2.4183], [-1.2276, 3.6306, -3.5074], [-2.9382, 3.4301, -2.9046], [-3.1591, 4.1359, -1.6815], [-3.7859, 3.8476, -3.9703], [-3.3236, 1.3799, -2.7022], [1.2729, 1.1549, -2.4175], [0.0753, 0.5016, -2.6645], [-0.3333, 0.0461, -3.9216], [0.5659, 0.3432, -4.9578], [1.7196, 1.0352, -4.6044], [2.1133, 1.4277, -3.4100], [-4.3212, -0.3078, 2.5793], [-5.5387, -1.6041, 2.6321], [-4.1193, -1.7410, 3.7081], [-4.1086, -2.0757, 0.6003], [-3.8338, -3.9755, 2.9575], [-3.4859, -4.3783, 1.2539], [-5.1840, -3.9465, 1.7179], [-1.8373, -2.5961, 2.6717], [-1.8227, -2.8418, 0.9063], [-1.7355, -0.0333, 2.4927], [-3.5619, 0.2227, 0.7161], [-2.1628, 1.2263, 0.4012], [-2.4388, -0.3272, -0.5086], [0.4549, -1.0034, 1.9507], [-0.1309, -1.6840, 0.4036], [2.5751, 1.8670, 1.4287], [1.8178, 0.5359, 2.2657], [1.9181, -1.2321, 3.2923], [2.0315, -3.4448, 4.2647], [3.9246, -4.9560, 3.7481], [5.7190, -4.1520, 2.2137], [5.6218, -1.9105, 1.1877], [1.0439, 3.0280, 0.5880], [1.7412, 3.7495, -0.8381], [-0.7946, 3.9695, -0.3581], [-1.0149, 2.4183, -1.1520], [-0.4931, 5.1425, -2.1974], [0.7833, 4.0473, -2.8140], [-1.2947, 4.3439, -4.3426], [-0.9453, 2.6696, -3.9656], [-0.5974, 0.3274, -1.8208], [-1.2628, -0.4921, -4.0869], [0.3505, 0.0457, -5.9834], [2.3948, 1.2870, -5.4313], [-1.6728, -1.4104, 3.6441]], "e_homo_ha": -0.5228, "total_charge": 2}

***

Question: Number 1 is which compound?
Answer: C28H34ClN3O4STi

***

Question: Number 1 is which compound?
Answer: C28H34ClN3O4STi